## i
35
Properties=species:S:1:pos:R:3 method="wB97M-V/def2-TZVPD" lumo_energy_ev=-3.0 gap_ev=11.1 total_charge=+1 spin_multiplicity=1 homo_energy_ha=-0.5204
N 0.3087 0.1795 -0.2603
H 0.7032 -0.2551 -1.1395
H -0.7278 0.2171 -0.3668
H 0.8063 0.9893 -0.0433
H 0.4586 -0.5574 0.5944
O 2.8883 -1.0338 -1.7004
H 2.5279 -0.3186 -2.0217
H 3.4990 -0.7296 -1.0635
O 2.7674 2.2074 0.7159
H 3.3961 2.8576 0.4200
H 3.4920 1.5084 0.7700
O 2.0606 -0.8769 3.3491
H 1.5629 -1.3735 4.1253
H 1.5984 -0.0520 3.1226
O -3.1642 -1.8133 -0.5182
H -3.2161 -2.4613 0.0484
H -2.9511 -1.0056 0.0480
O -0.4553 -2.3089 -0.8088
H -1.4435 -2.0081 -1.1347
H -0.2072 -2.5618 -1.7069
O -1.3446 2.8571 0.2767
H -1.5989 2.6946 1.1407
H -2.0434 2.5710 -0.3622
O -1.3042 -1.6792 2.5247
H -1.8256 -2.5353 2.2321
H -0.8853 -1.8231 3.3440
O 1.9967 1.2991 -2.8882
H 2.4473 2.1767 -2.5116
H 2.0908 1.4762 -3.9767
O -1.4376 0.3389 -2.2619
H -1.0266 -0.2341 -2.8947
H -1.6683 1.1174 -2.7194
O -2.2845 0.5362 1.5971
H -3.3135 0.6094 1.8421
H -1.7067 -0.0084 2.2273


## ii
35
Properties=species:S:1:pos:R:3 method="wB97M-V/def2-TZVPD" lumo_energy_ev=-3.0 gap_ev=10.8 total_charge=+1 spin_multiplicity=1 homo_energy_ha=-0.5088
N 0.0998 0.1124 -0.6113
H 0.7178 -0.6716 -0.8428
H -0.5528 0.3691 -1.2726
H 0.8053 0.8068 -0.2977
H -0.4607 -0.2412 0.0607
O 3.2296 0.7399 0.0386
H 3.4694 -0.1803 0.2659
H 3.8652 1.5072 0.2148
O 0.9111 0.6249 2.3510
H 1.2788 0.0812 2.9125
H 1.1868 1.5328 2.5352
O -0.2538 3.3829 0.0254
H 0.3249 3.8022 0.6382
H -1.0859 3.1019 0.5509
O 2.3119 -2.8261 0.3502
H 1.5112 -2.6249 0.8807
H 2.4523 -3.6550 0.0100
O 2.6009 1.3935 -2.5731
H 3.1426 1.2920 -1.8088
H 2.1427 2.1239 -2.5240
O -0.1637 -2.6334 1.5954
H -0.8699 -3.2781 1.4746
H 0.0302 -2.6267 2.4771
O -2.1594 -0.4441 3.1145
H -2.0728 0.0226 3.8744
H -2.1286 0.3261 2.4356
O -2.2896 1.4207 -3.4267
H -2.7204 0.6403 -3.4497
H -2.7516 2.1845 -3.2234
O -1.0152 -2.2402 -2.3690
H -1.3261 -2.9790 -1.8971
H -0.6422 -2.5358 -3.1699
O -2.8041 0.2915 0.5681
H -3.1509 1.2059 0.7787
H -3.6327 -0.0256 0.3133


Computed stability ranking, most favorable first: ii, i


## i
43
Properties=species:S:1:pos:R:3 method="wB97M-V/def2-TZVPD" smiles="COc1ccc(OCC(=O)Nc2nc3ccc(NC(C)=O)cc3s2)cc1" lumo_energy_ev=0.6 gap_ev=8.5 spin_multiplicity=1 homo_energy_ha=-0.2917
C 4.2723 0.9004 -5.6128
H 4.8582 -0.0187 -5.7186
O 4.1211 1.2652 -4.2634
C 3.4841 0.3964 -3.4245
C 2.9525 -0.8292 -3.7964
C 2.3243 -1.6407 -2.8611
C 2.2217 -1.2360 -1.5400
C 2.7520 0.0001 -1.1659
C 3.3734 0.8031 -2.0926
H 3.7859 1.7586 -1.8111
H 2.6630 0.3053 -0.1354
O 1.6371 -1.9561 -0.5289
C 1.0046 -3.1713 -0.8400
C -0.1869 -3.0114 -1.7758
O -0.3621 -3.6918 -2.7584
N -1.0632 -1.9994 -1.4707
C -1.1707 -1.2756 -0.3149
N -0.7216 -1.6049 0.8327
C -1.0140 -0.6714 1.7822
C -0.6585 -0.7317 3.1253
C -1.0501 0.2842 3.9665
C -1.7994 1.3751 3.5013
C -2.1583 1.4574 2.1610
C -1.7601 0.4360 1.3208
S -2.0641 0.2666 -0.3837
H -2.7312 2.2924 1.7965
N -2.1588 2.3515 4.4325
C -2.9143 3.4785 4.2536
O -3.3989 3.8186 3.2010
C -3.0787 4.2623 5.5396
H -3.5738 3.6516 6.2920
H -2.1070 4.5707 5.9198
H -3.6813 5.1440 5.3434
H -1.8192 2.1786 5.3687
H -0.7777 0.2431 5.0118
H -0.0832 -1.5691 3.4843
H -1.7505 -1.8021 -2.1898
H 1.6997 -3.8901 -1.2931
H 0.6492 -3.5577 0.1196
H 1.9226 -2.5843 -3.1936
H 3.0131 -1.1787 -4.8147
H 3.3036 0.7720 -6.1070
H 4.8083 1.7237 -6.0825


## ii
43
Properties=species:S:1:pos:R:3 method="wB97M-V/def2-TZVPD" smiles="CCOC(=O)Cc1csc(NC(=O)c2c(-c3ccccc3)noc2C)n1" lumo_energy_ev=0.5 gap_ev=9.0 spin_multiplicity=1 homo_energy_ha=-0.3120
C -2.1926 1.9615 3.3784
C -0.8983 1.7892 4.1516
H -0.1130 2.4570 3.7801
H -1.0423 1.9921 5.2190
O -0.4625 0.4385 3.9924
C 0.7919 0.1617 4.3422
O 1.5474 0.9578 4.8305
C 1.1300 -1.2909 4.0450
C 0.4994 -1.7090 2.7573
C -0.4209 -2.6926 2.5776
S -0.9293 -2.7810 0.9279
C 0.1560 -1.4561 0.6130
N 0.8195 -1.0186 1.6271
N 0.2673 -0.9111 -0.6376
C -0.5129 -1.3269 -1.6819
O -1.2736 -2.2704 -1.5666
C -0.3251 -0.5739 -2.9239
C -0.5388 -1.0563 -4.1986
O -0.1948 -0.1170 -5.0821
N 0.2264 0.9942 -4.4308
C 0.1576 0.7584 -3.1468
C 0.5037 1.7897 -2.1707
C 1.6288 2.5843 -2.3737
C 1.9632 3.5591 -1.4522
C 1.1751 3.7576 -0.3302
C 0.0403 2.9872 -0.1365
C -0.2980 2.0065 -1.0504
H -1.1949 1.4199 -0.9096
H -0.5852 3.1537 0.7274
H 1.4401 4.5173 0.3894
H 2.8407 4.1677 -1.6105
H 2.2302 2.4232 -3.2547
C -1.0320 -2.3641 -4.6779
H -1.2983 -2.9805 -3.8242
H -1.9062 -2.2195 -5.3104
H -0.2663 -2.8598 -5.2731
H 0.8944 -0.1225 -0.7289
H -0.8276 -3.3584 3.3104
H 0.7600 -1.9115 4.8622
H 2.2167 -1.3747 3.9948
H -2.9576 1.3012 3.7776
H -2.5341 2.9898 3.4556
H -2.0356 1.7115 2.3322


Computed stability ranking, most favorable first: i, ii


## i
34
Properties=species:S:1:pos:R:3 method="wB97M-V/def2-TZVPD" smiles="Cc1nnc(NC(=O)CCC(=O)NCc2cccs2)s1" lumo_energy_ev=0.6 gap_ev=9.4 spin_multiplicity=1 homo_energy_ha=-0.3215
C -0.0202 6.0813 -2.0464
C 0.2509 4.6292 -2.0497
N 1.4011 4.0949 -1.8913
N 1.4181 2.7688 -1.9356
C 0.2591 2.2374 -2.1198
N -0.0403 0.9159 -2.2189
C 0.6795 -0.2016 -1.8366
O 0.1496 -1.2838 -1.9348
C 2.0909 0.0003 -1.3464
H 2.2493 1.0438 -1.0833
C 2.2979 -0.9088 -0.1358
C 1.1754 -0.6498 0.8597
O 0.3368 0.2121 0.6948
N 1.1996 -1.4559 1.9449
H 1.8476 -2.2281 1.9633
C 0.0827 -1.5189 2.8657
C -0.7919 -2.6958 2.5683
C -1.2627 -3.0964 1.3560
C -2.0501 -4.2679 1.4326
C -2.1637 -4.7404 2.6983
S -1.3063 -3.7684 3.8293
H -2.6994 -5.6002 3.0483
H -2.5101 -4.7322 0.5791
H -1.0563 -2.5728 0.4389
H -0.4745 -0.5856 2.7293
H 0.4525 -1.5688 3.8935
H 3.2648 -0.7212 0.3324
H 2.2491 -1.9561 -0.4418
H 2.7789 -0.2690 -2.1494
H -1.0045 0.7021 -2.4499
S -1.0317 3.4363 -2.2830
H -0.7154 6.3335 -1.2468
H 0.9141 6.6150 -1.8962
H -0.4662 6.3856 -2.9922


## ii
34
Properties=species:S:1:pos:R:3 method="wB97M-V/def2-TZVPD" lumo_energy_ev=0.5 gap_ev=8.8 spin_multiplicity=1 homo_energy_ha=-0.3042
C 2.9371 0.6164 -2.3541
C 2.8459 -0.2003 -1.0810
H 3.6914 -0.8797 -0.9817
H 1.9125 -0.7561 -1.0239
S 2.9350 0.8488 0.4152
C 1.3896 1.6263 0.3452
N 1.1508 2.6747 1.0832
S -0.3897 3.1834 0.8425
C -0.6545 1.8789 -0.3182
N 0.4075 1.1536 -0.4620
N -1.8417 1.7170 -0.9417
C -2.3597 0.6020 -1.6040
O -3.2589 0.7570 -2.3998
N -1.8264 -0.6189 -1.3525
C -1.0392 -1.1231 -0.3051
C -0.1376 -2.1376 -0.5972
C 0.6576 -2.6932 0.3899
C 0.5540 -2.2298 1.6870
C -0.3661 -1.2452 2.0046
C -1.1877 -0.6983 1.0278
O -2.1490 0.2393 1.2680
C -2.3454 0.6849 2.5900
H -2.6201 -0.1396 3.2542
H -1.4566 1.1916 2.9798
H -3.1688 1.3955 2.5371
H -0.4423 -0.9098 3.0262
H 1.1825 -2.6361 2.4639
H 1.3605 -3.4728 0.1410
H -0.0585 -2.4808 -1.6186
H -2.1343 -1.3113 -2.0243
H -2.4576 2.5184 -0.9746
H 3.8426 1.2187 -2.3610
H 2.9514 -0.0482 -3.2155
H 2.0757 1.2743 -2.4404


Computed stability ranking, most favorable first: ii, i